{"formula": "C27H62BeBrCl3F8Li2N4O8PS", "method": "the ωB97M-V functional and the def2-TZVPD basis", "symbols": ["S", "H", "H", "H", "F", "C", "H", "H", "H", "H", "N", "Cl", "H", "H", "H", "H", "O", "C", "Cl", "C", "H", "O", "H", "C", "N", "H", "H", "C", "H", "C", "O", "Br", "H", "F", "H", "C", "H", "C", "H", "C", "H", "H", "H", "H", "H", "H", "C", "O", "H", "F", "H", "H", "N", "H", "H", "H", "F", "C", "C", "H", "H", "H", "H", "C", "H", "C", "C", "H", "C", "H", "H", "Li", "C", "H", "C", "C", "P", "O", "H", "H", "C", "N", "H", "H", "Be", "H", "H", "H", "C", "C", "F", "C", "C", "C", "F", "H", "O", "H", "H", "C", "O", "H", "H", "H", "Li", "H", "H", "F", "C", "H", "H", "O", "H", "H", "H", "H", "Cl", "F"], "xyz": [[3.33847, -5.84848, -4.66125], [1.39691, -5.89858, -0.27181], [-0.43351, 2.17031, -0.62552], [2.50601, -2.02340, -3.27224], [-1.09100, 6.25118, 6.29868], [0.09902, 1.42694, -1.24637], [3.07996, -4.98446, -6.87688], [1.55569, -1.58514, -4.64558], [-1.14682, -5.00326, 5.38321], [0.89464, -3.79825, 0.53207], [0.04660, -1.54699, -0.29066], [1.10226, 5.47329, -1.23078], [-3.62504, 2.43872, 1.64240], [0.90588, -0.15628, 3.35755], [-1.57827, 0.61985, 0.15651], [-3.04514, 3.98451, -4.55463], [-0.96982, -0.78520, 1.61940], [1.24980, 0.97943, -0.36849], [-1.45191, 6.17548, -2.50972], [-2.29670, 3.85905, 2.54878], [-0.48158, -1.86090, -3.00888], [-0.92988, 3.89381, 2.81392], [0.68238, -0.44646, -2.89008], [2.38871, -0.06316, 5.17206], [0.43507, 2.08233, -2.47805], [-2.19412, 2.89722, 0.65143], [1.33916, -0.22146, 5.43462], [4.53964, -4.51819, -4.53218], [-1.37891, 4.08324, -5.09734], [2.59358, 1.45593, 5.02446], [2.01460, -5.28931, -4.26352], [4.49336, -0.47472, 3.29302], [1.36738, -3.20929, -3.86666], [-1.26618, 8.51368, 4.22068], [1.99663, -1.69916, -1.26454], [1.25867, -1.59331, 2.00031], [-0.80547, 1.67392, 2.46927], [0.95881, -1.96735, -1.36417], [-0.59916, 0.60841, -1.40291], [-2.53729, 2.64581, 1.66709], [1.84032, 1.86249, -0.15431], [1.63545, 1.95179, 5.11355], [-0.90053, -1.52960, -0.59835], [-0.76065, 3.73018, -1.86784], [2.63771, -6.70510, -6.75709], [-2.43381, 0.99970, -3.12785], [2.36247, -2.45695, 1.39553], [0.70526, 0.49684, 0.83939], [2.69399, -1.93755, 4.18193], [-2.47004, 7.78386, 5.95569], [-2.83598, 3.72718, 3.49042], [0.18543, -5.75831, 4.84220], [2.40066, -5.92203, -0.15047], [-2.32826, 2.67196, -5.52019], [1.09368, -3.21267, 3.37475], [1.91341, 0.34134, -0.94367], [-1.34357, 5.45520, 4.22770], [2.86109, -4.52830, 0.01722], [3.35819, -5.94912, -6.45300], [-1.14564, -5.69724, 3.91663], [0.04026, 3.85361, -3.39988], [-2.55876, 2.82194, -2.73810], [-2.41136, 1.07246, 3.02819], [-1.81612, 1.41693, 2.18966], [-0.29534, -3.16137, 2.31088], [-4.79054, -0.93760, -2.90555], [-0.25249, 6.61936, -1.27312], [2.95344, -0.45368, 6.00668], [1.89675, -3.84811, 0.95032], [-5.39218, -0.40946, -3.66846], [3.18693, -2.64485, 2.07278], [-4.33698, 2.15826, 0.17985], [-1.77558, 0.27648, 1.16523], [4.35386, -6.23899, -6.78751], [-0.45633, 3.15409, -2.74040], [2.64321, -0.88478, 3.92274], [-1.47461, 7.02016, 4.88514], [-3.95034, -0.16467, -2.16037], [-3.43699, -2.48031, 1.30788], [-2.64149, 4.79436, 2.10447], [1.53209, -2.13955, -3.72589], [1.72505, -0.52073, 2.88700], [2.94444, -4.02046, -0.94122], [-0.09392, -2.01313, 3.69874], [-4.14734, 2.51106, -3.63027], [5.49760, -4.85679, -4.92598], [3.00305, 1.74948, 4.06729], [4.18660, -3.64813, -5.08597], [-1.71498, 2.65616, -3.46872], [0.54445, -1.50811, -2.75997], [2.43144, 0.18316, -3.97406], [-3.36172, -1.66474, 0.57797], [0.38657, -2.54387, 2.88845], [0.34079, -0.84749, 0.91185], [-3.29790, 7.13827, 0.96571], [-0.83072, 4.53680, 3.53574], [-0.61012, -5.23710, 4.59614], [3.24829, 1.81444, 5.80262], [0.94597, -3.05783, -1.43730], [-2.12584, 3.38912, -4.73102], [-3.42123, -1.96944, -0.59489], [2.83822, -6.33139, -0.96376], [4.64973, -4.26120, -3.48050], [-3.75408, 0.35415, 0.30893], [-2.00566, -2.34041, -1.70279], [-5.57209, -1.47815, -2.33161], [0.11356, 7.60910, -1.51072], [0.16527, 7.05665, 4.65441], [-3.26327, -0.26558, 1.07698], [2.82007, -1.92904, 0.56589], [-4.30698, -1.73846, -3.49986], [-1.68012, 1.26526, -3.67384], [-3.77614, -0.19062, 2.02966], [1.81621, -4.48913, 1.82405], [1.39570, 2.39374, -2.49069], [3.81802, -4.59919, 0.52411], [-1.00225, 6.52995, 0.28917], [-2.80571, 6.91596, 3.92850]], "atomic_forces_ev_per_a": [[0.16, -0.08, 0.00], [-0.01, -0.26, -0.44], [-0.14, -0.14, 0.20], [0.43, 0.10, -0.13], [0.02, -0.56, -0.49], [-0.33, 0.78, 0.51], [-0.01, 0.03, 0.06], [-0.01, 0.03, -0.39], [0.04, 0.03, -0.01], [-0.11, -0.05, -0.32], [1.38, -0.74, -0.14], [0.30, 0.27, -0.26], [0.02, 0.22, 0.70], [-0.07, 0.45, -0.27], [0.52, -0.08, 0.12], [-0.02, 0.28, -0.15], [0.76, -0.09, -0.84], [-0.06, 0.78, -1.33], [-0.03, 0.32, -0.29], [0.19, 0.04, 0.55], [-0.18, 0.26, -0.04], [0.51, -2.26, -2.17], [-0.47, 0.49, -0.11], [-0.28, 0.37, -0.15], [0.44, -0.13, 0.68], [0.06, -0.06, -0.20], [-0.15, -0.22, 0.07], [-0.01, 0.13, -0.05], [0.06, 0.26, -0.06], [-0.35, -0.29, 0.02], [-0.02, -0.13, 0.04], [0.09, -0.30, 0.07], [-0.14, 0.03, -0.11], [-0.47, -0.20, -0.12], [0.10, 0.41, 0.55], [-0.91, -0.12, 0.49], [0.11, 0.21, 0.17], [-0.89, -0.59, -0.92], [0.01, -0.21, -0.36], [0.13, 0.18, -0.53], [0.13, 0.12, 0.48], [-0.11, 0.30, 0.12], [-0.07, 1.03, 0.66], [0.00, -0.06, 0.29], [-0.01, -0.02, 0.06], [-0.05, -1.64, 0.09], [0.14, -0.02, -0.58], [0.61, -0.86, -0.53], [0.01, -0.25, -0.16], [0.03, 0.23, -0.35], [-0.32, -0.01, 0.04], [0.02, 0.06, -0.05], [0.11, 0.41, 0.31], [0.03, -0.16, -0.22], [0.12, -0.21, 0.10], [0.07, -0.59, 0.32], [-0.42, 1.78, 2.11], [-0.31, -1.04, 0.22], [-0.04, 0.04, -0.11], [0.06, 0.02, -0.04], [0.12, 0.26, -0.16], [-0.34, 0.20, 0.49], [0.38, -0.18, 0.57], [-0.28, -0.34, -0.99], [-0.30, 0.04, -0.02], [-1.26, -0.91, -0.89], [-0.07, -0.60, 0.11], [0.35, -0.16, 0.06], [-0.04, 0.50, 0.11], [0.20, 0.10, 0.15], [0.04, 0.35, 0.45], [-0.02, 0.14, -0.64], [-1.94, -0.13, 1.12], [0.01, -0.02, 0.03], [0.08, 0.26, -1.17], [0.47, 0.73, -0.07], [-0.03, 2.10, 1.02], [0.59, 2.33, -0.29], [0.08, 0.08, 0.36], [-0.26, 0.00, -0.20], [-0.42, -0.89, 0.21], [0.29, -0.76, 0.21], [0.17, 0.30, -0.02], [-0.52, 0.27, -0.14], [0.69, -0.45, 0.45], [-0.01, -0.04, 0.01], [0.17, -0.11, -0.19], [-0.05, 0.00, 0.02], [0.12, -0.07, 0.15], [0.63, -0.32, 0.29], [0.10, 0.63, 0.34], [-0.44, -0.05, 0.09], [0.64, -0.16, -0.20], [-1.33, 0.08, 1.82], [0.34, -0.43, -0.41], [0.71, -0.19, -0.34], [-0.01, -0.13, 0.11], [0.16, 0.24, 0.17], [0.18, -0.20, 0.31], [-0.19, -0.06, -0.16], [0.89, -0.73, 0.36], [-0.23, -0.18, -0.11], [-0.03, -0.03, 0.02], [-0.07, -0.54, 0.02], [-0.37, 0.09, -0.89], [0.25, 0.23, 0.29], [0.02, 0.03, 0.11], [-0.17, -0.64, 0.05], [0.28, 0.24, -0.57], [0.15, 0.11, -0.16], [0.36, 0.15, 0.09], [-0.90, 0.28, -0.02], [0.00, 0.00, 0.24], [0.01, -0.19, 0.20], [0.16, -0.19, -0.26], [0.41, 0.34, -0.19], [-0.62, 0.48, 0.62], [0.17, -0.12, 0.29]], "lowdin_charge": [0.8017, 0.0514, 0.1165, 0.0670, -0.2019, -0.2150, 0.0630, 0.0694, 0.2095, 0.0885, 0.0767, 0.6009, 0.0632, 0.1131, 0.1147, 0.0434, -0.0550, -0.1130, 0.5784, -0.2805, 0.0888, -0.0766, 0.0694, -0.2829, -0.0092, 0.1120, 0.1020, -0.2615, 0.1051, -0.1046, -0.5780, 0.7041, 0.0470, -0.1967, 0.1119, -0.3434, 0.1232, -0.2160, 0.0883, -0.2010, 0.1440, 0.0715, 0.0518, 0.0403, 0.0509, 0.0107, -0.1340, -0.0302, 0.0782, -0.2002, 0.1338, 0.2124, 0.0039, 0.0972, 0.0602, 0.1256, -0.2012, -0.2724, -0.2657, 0.2064, 0.0995, 0.0537, 0.1307, -0.1092, 0.0720, -0.3449, -1.4427, 0.1019, -0.2337, 0.0575, 0.0834, 0.7401, -0.2997, 0.0567, -0.2581, -0.6990, 0.4459, -0.3600, 0.1407, 0.0955, -0.1253, -0.0053, 0.1028, 0.0839, 0.7944, 0.0566, 0.0459, 0.0643, -0.4747, -0.2406, -0.5313, -0.1798, -0.0449, -0.3791, -0.4523, -0.0323, 0.3545, 0.0742, 0.1059, -0.0645, -0.0589, 0.0624, 0.0434, 0.0685, 0.7363, 0.0722, 0.0322, -0.2002, -0.0713, 0.1175, 0.0694, -0.0306, 0.1291, 0.0986, 0.1255, 0.1204, 0.7319, -0.1854], "e_homo_ha": -0.3519, "orbital_gap_ev": 1.86, "fmax_ev_per_a": 3.175, "total_charge": 1}

{"formula": "C25H19MnN5OS3Se", "method": "the ωB97M-V functional and the def2-TZVPD basis", "symbols": ["H", "H", "C", "N", "S", "O", "H", "C", "H", "C", "H", "C", "H", "C", "H", "N", "H", "C", "C", "C", "H", "H", "C", "H", "C", "H", "C", "N", "C", "Se", "C", "N", "S", "C", "C", "C", "H", "H", "H", "H", "C", "H", "C", "C", "C", "C", "C", "N", "H", "S", "H", "C", "C", "Mn", "C"], "xyz": [[-2.71570, -3.56312, -0.88605], [3.61647, -4.13522, 1.27867], [3.76965, -2.34326, 0.07994], [1.68900, -1.45824, -0.71543], [-0.15658, 3.71855, -0.56577], [-0.37723, 0.77973, -0.39871], [-1.16317, 0.17983, -3.60905], [-0.60106, -0.49743, 2.63540], [-5.22201, 1.13125, 0.43994], [-2.40289, -2.74027, -1.51480], [-4.99370, 2.58950, 2.60611], [1.41930, 4.62849, 1.23080], [1.08825, 5.80154, -0.61788], [0.15003, 2.74093, 0.83949], [-2.85210, 0.46031, -0.51227], [-0.72350, -1.14839, -2.08246], [-1.68044, -0.56121, 2.61317], [-1.54137, -0.66625, -3.04719], [-3.00682, 1.05636, 0.37636], [1.54946, -1.02704, 3.28700], [2.39031, -1.46649, 3.80165], [-0.13797, -2.10359, 4.08681], [1.04172, -2.49405, -0.16725], [3.51817, -0.55377, -1.05395], [-1.98562, 1.55053, 1.13096], [-4.19666, -2.68491, -2.66281], [1.71873, -3.45578, 0.59256], [2.12995, 1.44914, -1.12175], [-3.21981, -2.24857, -2.50212], [3.70631, 3.86440, -0.44520], [-4.19298, 2.17838, 2.01207], [2.09295, -0.39658, -4.42916], [1.79183, 0.27533, 2.20916], [0.23073, -1.33492, 3.42291], [-0.49817, 1.37381, 0.90471], [2.74518, 2.39261, -0.86330], [2.03529, 5.31642, 1.79254], [-0.70402, -3.43184, 0.17188], [-3.39686, -0.76966, -4.08211], [1.15881, -4.26019, 1.05065], [0.93971, 3.38704, 1.73415], [4.84456, -2.25451, 0.13346], [0.91648, 4.91168, -0.03118], [0.09840, 0.43517, 1.92366], [-1.14205, -2.16218, -1.33189], [-4.28267, 1.41879, 0.88895], [-2.78066, -1.18475, -3.29863], [-0.31288, -2.66488, -0.35202], [1.20588, 2.99617, 2.70344], [-2.56889, 2.46559, 2.46275], [2.50162, -0.54269, -5.33725], [1.62866, -0.22928, -3.39644], [3.04202, -1.40569, -0.59200], [0.75428, 0.06840, -1.50349], [3.08201, -3.38518, 0.71096]], "atomic_forces_ev_per_a": [[0.01, 0.00, 0.00], [0.00, 0.00, -0.01], [-0.01, 0.00, 0.05], [0.11, -0.03, 0.04], [0.04, -0.14, -0.10], [0.01, -0.06, 0.11], [-0.01, -0.01, -0.02], [-0.02, 0.05, 0.02], [0.01, 0.01, 0.00], [-0.02, 0.01, -0.02], [0.00, 0.00, -0.02], [-0.06, 0.02, 0.05], [-0.05, 0.02, 0.05], [-0.05, 0.01, 0.01], [-0.01, 0.02, 0.01], [-0.03, 0.15, -0.06], [0.02, 0.00, 0.00], [-0.04, -0.04, -0.02], [0.05, -0.02, 0.02], [0.01, -0.06, 0.01], [-0.01, 0.01, -0.02], [0.01, 0.01, 0.00], [-0.04, -0.06, -0.06], [0.00, -0.01, 0.00], [-0.04, 0.01, 0.03], [0.01, 0.00, 0.00], [0.04, -0.01, -0.01], [-0.03, -0.17, 0.00], [0.01, 0.02, -0.01], [-0.21, -0.27, -0.07], [0.00, -0.01, 0.02], [0.09, -0.04, -0.18], [0.02, 0.11, -0.01], [0.02, -0.01, 0.04], [-0.07, 0.04, -0.22], [0.46, 0.44, 0.13], [0.02, -0.03, -0.03], [-0.02, 0.01, 0.02], [0.00, 0.00, 0.01], [0.00, 0.00, -0.01], [0.19, 0.03, -0.04], [-0.01, -0.01, 0.01], [0.00, 0.12, 0.08], [-0.06, -0.08, 0.01], [0.09, -0.09, 0.02], [-0.07, 0.00, -0.01], [0.00, 0.00, 0.02], [-0.08, 0.05, 0.14], [0.03, -0.04, 0.01], [-0.01, 0.01, -0.03], [0.01, 0.01, 0.00], [0.02, 0.09, 0.05], [0.01, 0.06, -0.03], [-0.34, -0.12, 0.05], [0.00, 0.04, 0.00]], "mulliken_spin": [0.0001, -0.0003, -0.0016, -0.0818, 0.0057, 0.1001, 0.0043, -0.0012, 0.0001, -0.0034, 0.0000, 0.1060, -0.0019, 0.1213, 0.0018, -0.0270, 0.0007, 0.0054, 0.0105, 0.0008, 0.0000, -0.0002, 0.0039, -0.0033, 0.0242, -0.0002, -0.0045, 0.0559, 0.0029, 0.6082, 0.0008, 0.0268, 0.0004, -0.0008, -0.0422, -0.0355, -0.0030, -0.0002, -0.0002, 0.0001, -0.0149, 0.0001, 0.1312, 0.0163, -0.0032, 0.0023, 0.0008, 0.0130, 0.0021, 0.0010, -0.0012, -0.0559, 0.0214, 2.0043, 0.0101], "e_homo_ha": [-0.4899, -0.4914], "spin_multiplicity": 4, "orbital_gap_ev": [6.58, 5.42], "e_above_lowest_kcal_mol": 0.0, "fmax_ev_per_a": 0.648, "total_charge": 2}

{"formula": "H20HeO10", "method": "the ωB97M-V functional and the def2-TZVPD basis", "symbols": ["H", "H", "O", "H", "H", "O", "H", "O", "H", "O", "H", "O", "H", "H", "H", "H", "H", "H", "H", "H", "O", "H", "O", "H", "H", "O", "H", "H", "He", "O", "O"], "xyz": [[25.31076, -0.81324, -4.04809], [21.92063, -6.14203, -3.43527], [21.42122, -6.48146, -4.17796], [26.34854, -1.39287, -4.98561], [21.81895, -1.59230, -1.81159], [25.73100, -3.02059, -1.87473], [25.35406, -2.18514, -1.59872], [20.15720, -4.38783, -5.46195], [23.54959, -2.77427, -5.84087], [24.23353, -2.83636, -6.50765], [24.93796, -2.27617, -6.18177], [21.05843, -1.86328, -2.32580], [20.93539, -5.72490, -4.50633], [23.61145, -4.88150, -1.68150], [20.26633, -5.39186, -1.20451], [25.76212, -2.96595, -2.82986], [21.61174, -2.05881, -3.99484], [25.54536, -5.98537, -5.26041], [20.33803, -1.33163, -1.98724], [24.00457, -6.06540, -2.53926], [25.74600, -1.63313, -4.28173], [21.26544, -1.85993, -5.45512], [20.93198, -5.82242, -0.66809], [19.45693, -3.93091, -5.92789], [20.74746, -3.69171, -5.17342], [21.87881, -2.31451, -4.87775], [21.74858, -5.69509, -1.15099], [25.41238, -4.60611, -5.87018], [23.66084, -4.14507, -4.05456], [23.26319, -5.68478, -2.06838], [26.04986, -5.20067, -5.47478]], "atomic_forces_ev_per_a": [[-0.15, 0.28, 0.07], [0.15, 0.01, 0.30], [0.20, -0.43, 0.04], [0.46, 0.04, -0.07], [0.25, -0.02, 0.26], [-0.28, -0.49, 0.60], [0.05, 0.18, 0.08], [-0.52, -0.20, -0.20], [-0.39, 0.09, 0.35], [0.32, -0.36, -0.64], [-0.04, 0.04, 0.16], [0.09, -0.04, -0.08], [-0.36, 0.10, -0.36], [0.34, 0.37, 0.10], [-0.22, -0.01, -0.13], [0.16, 0.11, -0.45], [-0.25, 0.15, 0.89], [-0.09, -0.23, -0.03], [-0.32, 0.10, 0.05], [0.20, -0.22, -0.11], [-0.11, -0.03, -0.14], [0.03, 0.37, -0.33], [-0.42, 0.16, 0.52], [-0.29, -0.16, -0.12], [0.62, 0.28, 0.18], [0.29, -0.15, -0.71], [0.26, -0.33, -0.18], [-0.42, 0.39, -0.31], [0.02, 0.06, -0.06], [0.06, 0.01, 0.07], [0.40, -0.07, 0.27]], "nbo_charge": [0.4777, 0.4685, -0.9725, 0.4830, 0.4825, -0.9548, 0.4541, -0.9679, 0.4932, -0.9637, 0.4637, -0.9468, 0.4821, 0.4938, 0.4604, 0.4959, 0.5053, 0.4656, 0.4904, 0.4969, -0.9499, 0.4762, -0.9549, 0.4720, 0.4826, -0.9737, 0.4794, 0.4875, 0.0006, -0.9680, -0.9594], "e_homo_ha": -0.3728, "orbital_gap_ev": 9.55, "e_above_lowest_kcal_mol": 27.5, "fmax_ev_per_a": 0.940}